This record from OMol25 describes an isolated molecule of C8H11N3O in a non-equilibrium geometry. The level of theory is ωB97M-V/def2-TZVPD.

XYZ file:
```
23
C8H11N3O ωB97M-V/def2-TZVPD
C -2.0878 1.3491 2.0233
C -2.2254 -0.0377 1.3390
N -1.4627 -0.0232 0.0975
N -2.1463 0.3288 -0.9835
O -3.2161 -0.2712 -1.1475
C -0.0317 -0.1796 -0.0570
C 0.7817 0.0277 1.0359
C 2.1735 -0.0666 0.8125
N 2.7061 -0.3736 -0.2564
C 1.9543 -0.5703 -1.3547
C 2.6077 -0.7476 -2.6232
C 0.5096 -0.5557 -1.2626
H -1.0114 1.7132 1.9819
H -2.3655 1.2839 3.0855
H -2.7353 2.2005 1.5514
H -1.7797 -0.6898 2.0960
H -3.2559 -0.2534 1.2432
H 0.4437 0.2189 2.0657
H 2.8636 0.1477 1.6174
H 3.6821 -0.6536 -2.7117
H 2.5497 -1.8795 -2.8766
H 2.0524 -0.2857 -3.4567
H -0.0066 -0.6823 -2.2194
```

Calculated values
- LUMO level (eV) = 0.01
- ΔE to the lowest compared entry with this formula, charge and spin (kcal/mol) = 67.77
- SMILES = CCN(N=O)c1ccnc(C)c1
- E_HOMO (eV) = -9.03
- F_max (eV/Å) = 6.44